Record 1
Molecular formula: C7H18F5I2O2P2PtTe
Method: DFT, wB97M-V/def2-TZVPD

```
38
Properties=species:S:1:pos:R:3:lowdin_spin:R:1
I -3.124 -0.263 -0.713 0.889
I 2.414 -0.372 -0.205 0.933
Pt -0.474 -0.369 -0.631 0.503
P -0.376 -2.629 -0.774 -0.014
C -0.569 -3.527 0.812 0.001
C -1.673 -3.306 -1.849 0.021
H -1.458 -4.359 -2.068 -0.001
H 0.995 -4.366 -1.758 -0.002
H -1.678 -2.731 -2.781 0.001
H 1.382 -2.742 -2.407 0.003
H -1.530 -3.251 1.272 0.000
H -2.651 -3.211 -1.368 0.018
C 1.151 -3.311 -1.500 0.008
H -0.550 -4.613 0.646 0.000
H 1.985 -3.214 -0.795 0.013
H 0.249 -3.251 1.496 0.000
P -0.385 2.135 -0.737 0.036
C -0.624 3.042 0.787 0.037
C 1.129 2.790 -1.507 0.009
H -1.697 2.171 -2.785 0.000
H -1.482 3.801 -2.086 0.000
H -2.674 2.664 -1.373 0.016
C -1.696 2.752 -1.854 0.018
H 1.355 2.224 -2.419 0.002
H 0.961 3.842 -1.765 0.002
H -0.618 4.112 0.618 0.011
H 0.176 2.832 1.486 0.007
H 1.967 2.702 -0.804 0.001
H -1.553 2.715 1.245 0.000
C -0.739 -0.358 1.332 0.127
O -0.911 -0.281 2.426 0.011
F 1.126 -0.398 3.886 0.166
Te 1.852 1.179 2.977 0.177
F 2.775 1.404 4.502 -0.005
F 3.368 0.004 2.432 0.181
F 0.340 2.343 3.627 0.180
F 2.696 2.727 1.988 0.194
O 0.538 1.114 0.648 0.456
```

Calculated values
HOMO-LUMO gap (spin up / spin down)	0.220 / 0.203	Ha
strongest force on any atom	0.0865	hartree/bohr
net charge	+3
relative energy (zero: lowest compared OMol25 entry of this formula, charge and spin)	106.5	kcal per mole
spin multiplicity	5

***

Record 2
Molecular formula: C7H18N
Method: DFT, wB97M-V/def2-TZVPD

```
26
Properties=species:S:1:pos:R:3:lowdin_charge:R:1
C 2.195 0.720 0.149 -0.093
C 1.460 -0.439 0.825 -0.186
C 1.158 -1.634 0.228 -0.176
C 0.677 -2.845 0.998 -0.082
H 2.204 0.624 -0.933 0.069
H 1.693 1.680 0.349 0.067
H 3.203 0.851 0.526 0.086
H 1.142 -0.327 1.876 0.116
H 1.372 -1.693 -0.852 0.112
H 0.646 -2.652 2.050 0.069
H -0.322 -3.108 0.632 0.074
H 1.288 -3.735 0.808 0.088
C -2.555 0.475 0.824 -0.065
C -1.354 1.191 0.232 -0.185
N -0.829 0.536 -1.044 0.013
C -0.354 1.629 -1.962 -0.020
H -2.294 -0.549 1.035 0.070
H -2.834 0.914 1.809 0.102
H -3.527 0.601 0.266 0.106
H -1.536 2.249 0.000 0.127
H -0.511 1.206 0.950 0.112
H -1.528 -0.063 -1.540 0.197
H 0.014 -0.041 -0.872 0.093
H -1.114 2.371 -2.165 0.102
H 0.086 1.183 -2.891 0.125
H 0.464 2.160 -1.493 0.080
```

Calculated values
HOMO-LUMO gap	0.374	Ha
strongest force on any atom	0.0413	hartree/bohr
net charge	+1
relative energy (zero: lowest compared OMol25 entry of this formula, charge and spin)	22.1	kcal per mole

***

Record 3
Molecular formula: C7H18N
Method: DFT, wB97M-V/def2-TZVPD

```
26
Properties=species:S:1:pos:R:3:lowdin_charge:R:1
C 2.164 0.003 -0.648 -0.047
C 1.378 1.217 -0.179 -0.167
N 0.047 1.299 -0.893 -0.011
C -0.561 2.642 -0.746 -0.002
H 2.898 0.238 -1.418 0.089
H 2.686 -0.460 0.185 0.092
H 1.500 -0.750 -1.068 0.067
H 1.125 1.185 0.878 0.118
H 1.869 2.172 -0.344 0.126
H -0.613 0.597 -0.484 0.104
H 0.184 1.081 -1.879 0.179
H -0.841 2.803 0.291 0.109
H -1.426 2.754 -1.397 0.108
H 0.156 3.402 -1.053 0.105
C -1.654 -1.492 -0.397 -0.079
C -0.847 -1.346 0.868 -0.429
C -1.125 -0.323 1.692 0.026
C 0.156 -2.424 1.136 -0.054
H -1.051 -1.768 -1.266 0.086
H -2.208 -0.576 -0.640 0.073
H -2.483 -2.198 -0.321 0.098
H -0.525 -0.088 2.560 0.075
H -2.061 0.196 1.508 0.077
H 0.757 -2.181 2.012 0.087
H 0.816 -2.604 0.287 0.071
H -0.344 -3.378 1.316 0.099
```

Calculated values
HOMO-LUMO gap	0.377	Ha
strongest force on any atom	0.0159	hartree/bohr
net charge	+1
relative energy (zero: lowest compared OMol25 entry of this formula, charge and spin)	14.6	kcal per mole

***

Record 4
Molecular formula: C7H18N2
Method: DFT, wB97M-V/def2-TZVPD

```
27
Properties=species:S:1:pos:R:3:lowdin_charge:R:1
C -0.435 0.990 -0.048 -0.549
C 0.035 -0.543 0.060 -0.451
C 1.436 -0.651 0.752 -0.248
C 0.726 1.960 -0.362 -0.066
C -1.514 1.208 -1.132 -0.057
C 0.117 -1.198 -1.342 -0.061
C -0.997 -1.368 0.878 -0.061
N -1.022 1.449 1.226 0.052
N 1.978 -1.999 0.933 0.005
H -0.325 1.437 1.968 0.073
H -1.335 2.417 1.142 0.078
H 1.306 -2.585 1.423 0.060
H 2.135 -2.437 0.027 0.061
H 1.400 -0.174 1.738 0.113
H 2.183 -0.107 0.164 0.107
H 1.444 2.021 0.464 0.076
H 1.268 1.658 -1.263 0.079
H 0.360 2.981 -0.526 0.082
H -1.104 1.049 -2.136 0.080
H -1.893 2.238 -1.121 0.081
H -2.372 0.542 -1.001 0.080
H 0.807 -0.658 -1.998 0.084
H 0.451 -2.239 -1.288 0.073
H -0.865 -1.232 -1.828 0.079
H -0.801 -2.444 0.811 0.073
H -0.966 -1.104 1.941 0.079
H -2.018 -1.208 0.519 0.079
```

Calculated values
HOMO-LUMO gap	0.366	Ha
strongest force on any atom	0.0123	hartree/bohr
relative energy (zero: lowest compared OMol25 entry of this formula, charge and spin)	6.2	kcal per mole
SMILES	CC(C)(N)C(C)(C)CN

***

Record 5
Molecular formula: C7H18N5
Method: DFT, wB97M-V/def2-TZVPD

```
30
Properties=species:S:1:pos:R:3:lowdin_charge:R:1
C 0.801 -0.088 -0.947 -0.360
C 1.096 -1.355 -0.621 -0.161
C -0.223 0.675 -0.135 -0.159
C 2.023 -2.219 -1.418 -0.083
C 0.021 2.562 1.600 -0.047
C -2.513 0.286 0.823 0.025
C 0.381 1.112 1.279 -0.392
N 1.413 0.620 -1.956 0.149
N -1.408 -0.157 0.003 -0.103
N -1.403 -1.262 -0.606 0.049
N -2.331 -2.138 -0.453 0.176
N 1.801 0.986 1.349 0.057
H 0.707 -1.781 0.290 0.106
H -0.515 1.593 -0.656 0.154
H 3.056 -1.877 -1.337 0.084
H 1.749 -2.211 -2.474 0.080
H 1.982 -3.242 -1.061 0.073
H -1.046 2.711 1.733 0.065
H 0.372 3.227 0.814 0.089
H 0.521 2.844 2.522 0.091
H -2.412 1.350 1.012 0.093
H -3.456 0.114 0.294 0.109
H -2.541 -0.243 1.779 0.118
H -0.039 0.450 2.043 0.141
H 0.897 1.362 -2.399 0.100
H -2.219 -2.974 -1.007 0.147
H -3.128 -2.061 0.176 0.133
H 2.140 0.040 1.238 0.078
H 2.284 1.595 0.700 0.094
H 1.987 0.080 -2.583 0.094
```

Calculated values
HOMO-LUMO gap	0.266	Ha
strongest force on any atom	0.0286	hartree/bohr
net charge	+1
relative energy (zero: lowest compared OMol25 entry of this formula, charge and spin)	5.4	kcal per mole
SMILES	C/C=C(\N)[C@H]([C@H](C)N)N(C)N=[NH2+]

***

Record 6
Molecular formula: C7H18N9OOsPS
Method: DFT, wB97M-V/def2-TZVPD

```
38
Properties=species:S:1:pos:R:3:lowdin_charge:R:1
Os 0.221 -0.700 0.203 1.335
C 1.272 4.449 0.688 0.053
C 1.008 3.346 1.634 -0.221
N 0.894 3.428 2.932 0.229
N 0.647 2.189 3.390 0.138
C 0.598 1.306 2.420 -0.541
S 0.347 -0.454 2.343 0.875
N 0.823 2.000 1.294 -0.041
N 0.866 1.329 0.039 0.026
H 1.347 5.373 1.261 0.128
H 0.453 4.562 -0.027 0.114
H 2.215 4.300 0.159 0.113
H 0.536 2.055 4.397 0.223
H 1.829 1.413 -0.321 0.116
H 0.243 1.840 -0.597 0.166
N 5.229 -0.470 -1.298 0.277
N 4.050 -0.926 -0.987 -0.198
N 3.828 -2.253 -1.055 0.234
C 2.601 -2.363 -0.648 -0.080
N 2.067 -1.140 -0.347 -0.239
N 3.057 -0.211 -0.591 0.090
H 5.918 -1.164 -1.577 0.186
H 5.406 0.525 -1.251 0.174
H 2.080 -3.307 -0.564 0.159
C -3.690 -2.465 0.719 -0.118
P -3.029 -1.676 -0.728 0.783
C -2.835 -2.789 -2.093 -0.122
C -3.935 -0.216 -1.167 -0.124
O -1.488 -1.215 -0.287 -0.585
H -4.740 -2.689 0.491 0.108
H -3.671 -1.802 1.585 0.086
H -3.179 -3.405 0.931 0.091
H -3.845 -3.061 -2.424 0.109
H -2.322 -3.704 -1.793 0.089
H -2.328 -2.310 -2.932 0.088
H -4.952 -0.546 -1.414 0.107
H -3.517 0.265 -2.053 0.087
H -4.002 0.483 -0.333 0.085
```

Calculated values
HOMO-LUMO gap	0.232	Ha
strongest force on any atom	0.0153	hartree/bohr
net charge	+4
relative energy (zero: lowest compared OMol25 entry of this formula, charge and spin)	0.0	kcal per mole

***

Record 7
Molecular formula: C7H19CaINO7S
Method: DFT, wB97M-V/def2-TZVPD

```
37
Properties=species:S:1:pos:R:3:lowdin_charge:R:1
Ca 0.111 0.804 -0.466 1.020
S -2.097 2.616 -0.813 0.177
O -1.415 1.867 -1.872 -0.544
O -3.389 2.031 -0.482 -0.383
O -1.100 2.504 0.282 -0.555
O -2.231 4.050 -1.143 -0.392
I 2.052 2.188 -2.289 -0.252
C -2.121 0.376 2.038 -0.115
O -1.546 -0.446 0.989 -0.197
H -2.323 -0.224 2.932 0.076
H -1.477 1.222 2.238 0.066
H -3.086 0.733 1.670 0.077
H -1.960 -1.306 1.082 0.079
C 1.990 2.009 2.322 -0.078
O 1.725 0.941 1.436 -0.315
C 2.594 -0.170 1.608 -0.210
C 1.890 -1.412 1.084 -0.194
N 1.378 -1.203 -0.278 -0.160
C 0.599 -2.375 -0.768 -0.179
C -0.112 -1.969 -2.061 -0.239
O -1.133 -1.036 -1.789 -0.274
C -1.834 -0.639 -2.973 -0.081
H 3.041 2.296 2.308 0.095
H 1.693 1.735 3.343 0.092
H 1.333 2.833 2.048 0.101
H 2.825 -0.267 2.672 0.123
H 3.536 -0.016 1.067 0.131
H 1.074 -1.621 1.777 0.123
H 2.649 -2.206 1.043 0.125
H 2.201 -1.262 -0.877 0.114
H -0.136 -2.691 -0.031 0.117
H 1.274 -3.188 -1.055 0.121
H -0.508 -2.876 -2.538 0.124
H 0.615 -1.515 -2.750 0.129
H -2.746 -0.167 -2.618 0.095
H -2.185 -1.543 -3.503 0.086
H -1.180 -0.071 -3.631 0.098
```

Calculated values
HOMO-LUMO gap	0.229	Ha
strongest force on any atom	0.0775	hartree/bohr
net charge	-1
relative energy (zero: lowest compared OMol25 entry of this formula, charge and spin)	34.1	kcal per mole

***

Record 8
Molecular formula: C7H19N4
Method: DFT, wB97M-V/def2-TZVPD

```
30
Properties=species:S:1:pos:R:3:lowdin_charge:R:1
C 0.434 -3.177 -1.753 -0.016
C -0.273 -1.476 -0.223 -0.223
C -0.064 1.427 -0.647 -0.280
C -1.300 3.573 1.965 -0.071
C 0.149 -3.599 0.695 -0.032
C 2.267 1.680 -1.430 -0.035
C -0.942 2.085 1.652 -0.195
N 0.140 -2.679 -0.443 -0.233
N -0.265 -0.480 -1.076 0.090
N -1.079 1.593 0.231 0.008
N 1.214 1.717 -0.373 -0.010
H -0.558 -3.112 -2.264 0.124
H 1.085 -2.427 -2.194 0.092
H -0.465 -1.074 0.724 0.123
H -0.417 1.659 -1.633 0.141
H -1.074 3.562 2.993 0.052
H -0.825 4.384 1.298 0.107
H -2.370 3.824 1.760 0.081
H 1.267 -3.876 0.898 0.132
H -0.246 -3.073 1.598 0.090
H -0.639 -4.434 0.403 0.139
H 2.772 2.667 -1.508 0.095
H 3.046 0.922 -1.260 0.084
H 1.706 1.358 -2.355 0.098
H 0.165 2.013 1.865 0.117
H -1.546 1.454 2.168 0.072
H 1.481 1.506 0.555 0.110
H -0.208 -0.793 -2.054 0.085
H -2.000 1.879 -0.147 0.161
H 0.852 -4.153 -1.673 0.092
```

Calculated values
HOMO-LUMO gap	0.376	Ha
strongest force on any atom	0.0979	hartree/bohr
net charge	+1
relative energy (zero: lowest compared OMol25 entry of this formula, charge and spin)	76.1	kcal per mole

***

Record 9
Molecular formula: C7H19N5
Method: DFT, wB97M-V/def2-TZVPD

```
31
Properties=species:S:1:pos:R:3:lowdin_charge:R:1
C -0.610 -1.931 -0.955 -0.352
C 0.808 0.686 -0.660 -0.091
C 0.313 0.672 1.699 -0.113
C 2.334 0.790 -0.511 -0.026
C 1.802 0.544 2.037 -0.044
C -1.454 -1.864 -2.174 -0.010
C -0.812 -0.886 0.232 -0.218
N 0.301 -2.811 -0.807 0.217
N 0.080 0.073 0.424 -0.063
N -1.829 -1.268 1.056 0.217
N 2.558 1.277 0.894 0.106
N -2.536 0.995 -0.919 0.065
H 0.360 1.714 -0.864 0.169
H 0.530 0.087 -1.510 0.126
H -0.266 0.305 2.513 0.130
H 0.294 1.791 1.731 0.159
H 2.778 -0.122 -0.666 0.122
H 2.667 1.512 -1.161 0.126
H 1.902 0.943 2.997 0.128
H 1.973 -0.542 2.062 0.155
H -1.549 -1.034 -2.888 0.107
H -2.420 -1.899 -1.790 0.069
H -1.028 -2.684 -2.681 0.089
H 0.842 -2.770 0.053 0.077
H -1.958 -0.830 1.974 0.136
H -2.231 -2.235 0.720 0.206
H 3.510 0.890 1.128 0.217
H 2.265 2.242 0.954 0.183
H -2.544 0.963 -1.942 0.048
H -3.347 0.511 -0.580 0.037
H -2.506 1.943 -0.633 0.026
```

Calculated values
HOMO-LUMO gap	0.371	Ha
strongest force on any atom	0.0881	hartree/bohr
net charge	+2
relative energy (zero: lowest compared OMol25 entry of this formula, charge and spin)	54.3	kcal per mole

***

Record 10
Molecular formula: C7H19NO
Method: DFT, wB97M-V/def2-TZVPD

```
28
Properties=species:S:1:pos:R:3:lowdin_charge:R:1
C 1.927 -0.594 1.113 -0.269
N 0.823 -0.488 0.137 -0.062
C 0.058 0.764 0.205 -0.378
C -1.374 0.532 -0.329 -0.398
C -2.293 1.698 0.034 -0.075
C -1.409 0.256 -1.828 -0.074
C 0.787 1.916 -0.501 -0.043
C 2.194 -2.051 1.459 -0.095
H 1.663 -0.016 1.999 0.112
H 2.834 -0.117 0.723 0.106
H 1.192 -0.594 -0.797 0.112
H -0.061 1.027 1.259 0.135
H -1.751 -0.340 0.206 0.122
H -2.014 2.613 -0.492 0.072
H -3.316 1.495 -0.272 0.076
H -2.277 1.883 1.108 0.080
H -1.118 1.120 -2.429 0.076
H -0.720 -0.547 -2.103 0.070
H -2.411 -0.038 -2.140 0.080
H 0.190 2.826 -0.439 0.072
H 1.750 2.107 -0.029 0.074
H 0.957 1.690 -1.554 0.076
H 2.416 -2.637 0.569 0.075
H 3.053 -2.139 2.127 0.070
H 1.320 -2.461 1.961 0.070
H -1.265 -2.869 -0.578 0.020
H -0.291 -2.130 0.303 -0.028
O -0.866 -2.909 0.290 -0.078
```

Calculated values
HOMO-LUMO gap	0.371	Ha
strongest force on any atom	0.0143	hartree/bohr
relative energy (zero: lowest compared OMol25 entry of this formula, charge and spin)	0.0	kcal per mole
SMILES	CCN[C@@H](C)C(C)C.O

***

Record 11
Molecular formula: C7H19NO3Si
Method: DFT, wB97M-V/def2-TZVPD

```
31
Properties=species:S:1:pos:R:3:lowdin_charge:R:1
C 0.241 1.735 0.780 -0.108
C -1.486 3.018 2.182 -0.061
C -3.077 1.085 -0.096 -0.124
C -1.315 -1.905 -0.524 -0.119
C 2.350 -1.963 1.461 -0.151
C 3.006 -1.843 -3.237 -0.184
C -1.196 2.325 0.840 -0.532
N -1.904 1.107 0.760 -0.018
O -0.181 -1.920 -1.386 -0.219
O 1.410 -1.996 0.490 -0.211
O 2.431 -2.120 -1.989 -0.231
Si 1.303 -1.465 -1.024 0.384
H 0.526 1.619 -0.367 0.081
H 1.116 2.429 1.175 0.099
H 0.215 0.742 1.342 0.080
H -1.790 2.307 3.007 0.100
H -2.326 3.668 1.901 0.071
H -0.662 3.636 2.468 0.057
H -3.653 1.935 -0.226 0.045
H -2.733 0.842 -1.163 0.116
H -3.635 0.219 0.255 0.074
H -2.210 -2.074 -1.041 0.062
H -1.437 -0.977 -0.001 0.028
H -1.137 -2.692 0.280 0.112
H 3.283 -2.129 1.049 0.060
H 2.108 -2.762 2.087 0.081
H 2.454 -0.974 1.870 0.087
H 2.480 -2.187 -4.150 0.077
H 4.110 -2.078 -3.196 0.089
H 3.045 -0.674 -3.580 0.112
H -1.336 3.093 0.030 0.143
```

Calculated values
HOMO-LUMO gap (spin up / spin down)	0.255 / 0.324	Ha
strongest force on any atom	0.0756	hartree/bohr
relative energy (zero: lowest compared OMol25 entry of this formula, charge and spin)	116.3	kcal per mole

***

Record 12
Molecular formula: C7H19NO5
Method: DFT, wB97M-V/def2-TZVPD

```
32
Properties=species:S:1:pos:R:3:lowdin_charge:R:1
C 0.504 -3.037 0.333 -0.106
C 1.353 -2.358 -0.477 -0.134
N 0.962 -1.052 -0.430 0.074
C -0.105 -0.915 0.380 -0.304
C -0.441 -2.122 0.933 -0.055
C -1.951 2.071 -0.829 -0.088
C -1.653 0.639 -0.475 -0.130
C -0.821 0.393 0.507 -0.068
H 0.479 -4.112 0.516 0.092
H 2.001 -2.690 -1.235 0.096
H 1.495 -0.267 -0.832 0.158
H -1.113 -2.290 1.722 0.088
H -2.723 2.300 -1.613 0.083
H -0.963 2.388 -1.242 0.039
H -2.212 2.846 -0.137 0.067
H -2.129 -0.142 -0.976 0.087
H -0.497 1.221 1.133 0.058
H 1.344 -0.665 3.869 0.050
H 0.587 -1.755 3.272 0.042
O 0.420 -0.956 3.810 -0.067
H 0.755 1.458 3.137 -0.005
H -0.679 0.908 3.387 0.090
O -0.071 1.397 2.776 -0.059
H 0.336 2.268 -3.194 0.103
H 0.825 2.204 -1.867 0.005
O 0.897 1.579 -2.650 -0.129
H -0.645 -0.396 -3.968 0.051
H -1.737 -1.248 -3.417 -0.040
O -0.912 -1.325 -3.761 -0.026
H 1.082 2.500 0.558 0.001
H 2.241 3.217 -0.251 0.037
O 1.354 3.254 0.064 -0.014
```

Calculated values
HOMO-LUMO gap	0.302	Ha
strongest force on any atom	0.0904	hartree/bohr
relative energy (zero: lowest compared OMol25 entry of this formula, charge and spin)	75.9	kcal per mole
SMILES	C/C=C/c1ccc[nH]1.O.O.O.O.O